No. 1
{"formula": "C24H30N3", "method": "ωB97M-V/def2-TZVPD", "elements": ["C", "C", "C", "C", "C", "N", "C", "C", "H", "H", "H", "H", "H", "H", "H", "H", "H", "C", "N", "C", "C", "C", "C", "C", "C", "C", "C", "C", "C", "N", "C", "C", "C", "C", "C", "C", "H", "H", "H", "H", "H", "H", "H", "H", "H", "H", "H", "H", "H", "H", "H", "H", "H", "H", "H", "H", "H"], "coordinates": [[-6.329, 0.390, -3.239], [-4.833, 0.390, -3.157], [-4.135, 1.605, -3.145], [-2.753, 1.635, -2.994], [-2.038, 0.429, -2.816], [-0.710, 0.462, -2.439], [-2.729, -0.801, -2.907], [-4.109, -0.809, -3.081], [-6.717, -0.632, -3.234], [-6.764, 0.927, -2.387], [-6.684, 0.890, -4.148], [-4.695, 2.537, -3.250], [-2.215, 2.583, -2.967], [-0.200, -0.410, -2.366], [-0.147, 1.260, -2.718], [-2.175, -1.735, -2.820], [-4.648, -1.755, -3.151], [-2.835, -3.782, 3.295], [-2.583, -2.392, 3.631], [-2.640, -2.141, 5.061], [-1.786, -1.592, 2.798], [-2.386, -0.764, 1.814], [-1.608, -0.012, 0.966], [-0.177, -0.021, 1.038], [0.538, 0.724, 0.060], [1.946, 0.885, -0.075], [2.423, 2.000, -0.833], [3.767, 2.267, -0.969], [4.735, 1.446, -0.333], [6.104, 1.679, -0.536], [6.909, 2.383, 0.445], [6.887, 0.756, -1.340], [4.282, 0.354, 0.442], [2.937, 0.018, 0.479], [0.398, -0.756, 2.121], [-0.378, -1.577, 2.922], [-2.918, -3.898, 2.208], [-2.031, -4.444, 3.667], [-3.776, -4.088, 3.774], [-2.618, -1.062, 5.256], [-3.581, -2.561, 5.441], [-1.804, -2.623, 5.597], [-3.476, -0.740, 1.760], [-2.088, 0.615, 0.211], [-0.073, 1.386, -0.543], [1.694, 2.664, -1.301], [4.127, 3.103, -1.572], [6.324, 3.181, 0.918], [7.290, 1.703, 1.228], [7.774, 2.820, -0.074], [6.278, 0.372, -2.168], [7.753, 1.299, -1.742], [7.259, -0.095, -0.742], [5.025, -0.236, 0.988], [2.649, -0.935, 0.918], [1.458, -0.672, 2.343], [0.082, -2.232, 3.668]], "atomic_forces_ev_per_a": [[-0.3, 0.0, -0.1], [0.4, -0.1, 0.0], [0.2, -0.3, 0.0], [0.1, -0.5, 0.2], [-1.4, -0.2, -0.2], [1.1, 0.1, 0.1], [0.3, 0.7, 0.1], [-0.1, 0.4, 0.0], [0.0, 0.2, 0.0], [0.0, -0.1, -0.1], [0.1, -0.1, 0.1], [0.2, -0.2, 0.0], [-0.1, -0.2, 0.0], [-0.2, 0.2, -0.4], [-0.2, -0.4, -0.2], [-0.1, 0.2, 0.0], [0.2, 0.2, 0.1], [0.2, 0.0, -0.3], [-1.0, 0.2, 0.0], [0.5, 0.2, 0.0], [0.4, 0.1, -0.5], [0.0, -0.5, 0.4], [0.3, 0.2, -0.4], [-0.5, -0.2, 0.3], [0.2, 0.6, 1.4], [0.8, -0.3, -0.6], [-0.4, -0.2, 0.2], [0.7, -0.2, 0.2], [-0.7, -0.2, 0.2], [0.3, 0.8, -0.6], [-0.2, 0.0, 0.3], [-0.3, -0.4, 0.1], [0.0, 0.0, -0.3], [0.0, 0.2, 0.1], [0.0, -0.3, -0.1], [-0.1, 0.3, 0.0], [0.0, -0.1, 0.3], [-0.2, 0.1, -0.1], [0.2, 0.0, -0.2], [0.0, -0.3, 0.0], [0.3, 0.2, -0.1], [-0.2, 0.1, 0.1], [0.3, 0.0, 0.0], [0.1, -0.2, 0.1], [0.1, -0.2, 0.2], [0.2, -0.2, 0.1], [-0.2, -0.3, 0.2], [0.2, -0.1, -0.1], [0.0, 0.2, -0.1], [-0.3, 0.0, 0.2], [0.2, 0.1, 0.2], [-0.3, -0.2, 0.0], [0.0, 0.1, -0.2], [-0.3, 0.0, -0.4], [0.1, 0.3, -0.1], [-0.3, -0.1, -0.1], [-0.1, 0.5, -0.2]], "nbo_charge": [-0.628, -0.044, -0.200, -0.213, 0.123, -0.821, -0.256, -0.188, 0.218, 0.221, 0.225, 0.219, 0.199, 0.392, 0.384, 0.209, 0.219, -0.396, -0.501, -0.400, 0.301, -0.231, -0.089, -0.208, 0.105, -0.105, -0.131, -0.225, 0.290, -0.506, -0.397, -0.397, -0.236, -0.137, -0.042, -0.275, 0.210, 0.177, 0.213, 0.211, 0.216, 0.175, 0.249, 0.240, 0.244, 0.222, 0.248, 0.210, 0.176, 0.213, 0.209, 0.215, 0.176, 0.238, 0.226, 0.213, 0.238], "total_energy_ha": -1096.49240, "total_charge": 1}

No. 2
{"formula": "C17H17FN2O3", "method": "ωB97M-V/def2-TZVPD", "elements": ["C", "O", "C", "C", "C", "C", "C", "C", "C", "O", "N", "N", "C", "O", "C", "C", "C", "C", "F", "C", "C", "C", "C", "H", "H", "H", "H", "H", "H", "H", "H", "H", "H", "H", "H", "H", "H", "H", "H", "H"], "coordinates": [[-1.139, -4.332, -0.025], [-2.223, -3.646, -0.601], [-2.487, -2.377, -0.181], [-1.755, -1.682, 0.773], [-2.121, -0.393, 1.122], [-3.211, 0.231, 0.535], [-3.571, 1.654, 0.872], [-3.191, 2.595, -0.287], [-1.812, 2.272, -0.817], [-1.561, 1.967, -1.965], [-0.819, 2.401, 0.102], [0.451, 1.914, -0.209], [1.164, 1.310, 0.779], [0.771, 1.332, 1.934], [2.444, 0.691, 0.356], [2.980, -0.299, 1.178], [4.168, -0.921, 0.851], [4.820, -0.531, -0.306], [5.980, -1.129, -0.636], [4.320, 0.462, -1.131], [3.126, 1.073, -0.797], [-3.940, -0.473, -0.418], [-3.589, -1.756, -0.772], [-1.129, -5.315, -0.494], [-0.189, -3.826, -0.226], [-1.266, -4.450, 1.056], [-0.897, -2.127, 1.253], [-1.537, 0.122, 1.872], [-4.646, 1.737, 1.049], [-3.060, 1.957, 1.788], [-3.887, 2.471, -1.116], [-3.222, 3.634, 0.044], [-0.976, 2.418, 1.103], [0.529, 1.685, -1.194], [2.446, -0.565, 2.078], [4.593, -1.692, 1.474], [4.868, 0.747, -2.016], [2.745, 1.864, -1.424], [-4.795, -0.008, -0.886], [-4.151, -2.306, -1.510]], "atomic_forces_ev_per_a": [[0.2, -0.1, 0.1], [-0.3, 0.2, -0.1], [-0.1, 0.1, 0.0], [0.1, -0.4, -0.1], [-0.2, 0.1, 0.0], [0.0, 0.0, 0.3], [0.0, 0.0, -0.2], [-0.1, -0.1, 0.0], [0.0, 0.3, 0.1], [0.0, -0.1, -0.3], [0.5, 0.0, 0.6], [-0.4, 0.1, -0.4], [-0.2, 0.3, -0.2], [-0.1, -0.1, 0.2], [0.2, -0.1, 0.0], [-0.1, 0.2, -0.1], [0.2, 0.0, -0.1], [-0.1, 0.1, 0.0], [-0.1, 0.1, 0.0], [0.2, -0.2, 0.0], [-0.1, -0.1, 0.2], [0.1, -0.1, 0.1], [0.1, -0.2, 0.0], [0.0, 0.1, 0.1], [0.0, 0.0, 0.0], [0.0, 0.0, 0.0], [0.1, -0.1, 0.0], [0.0, 0.1, 0.1], [0.0, 0.1, 0.1], [-0.1, 0.0, 0.0], [0.1, 0.0, 0.0], [0.0, 0.0, -0.1], [0.0, 0.0, -0.2], [0.0, 0.0, 0.2], [0.0, 0.0, 0.1], [0.1, -0.1, 0.0], [0.1, 0.0, -0.1], [0.0, 0.1, -0.1], [-0.1, 0.0, -0.1], [-0.1, -0.1, -0.1]], "nbo_charge": [-0.251, -0.493, 0.308, -0.328, -0.138, -0.085, -0.410, -0.490, 0.673, -0.621, -0.460, -0.447, 0.652, -0.639, -0.162, -0.146, -0.284, 0.420, -0.318, -0.283, -0.166, -0.180, -0.249, 0.200, 0.175, 0.175, 0.219, 0.214, 0.224, 0.204, 0.236, 0.231, 0.423, 0.430, 0.240, 0.234, 0.235, 0.222, 0.209, 0.224], "total_energy_ha": -1093.11328, "smiles": "COc1ccc(CCC(=O)NNC(=O)c2ccc(F)cc2)cc1"}

Energy above the lowest of the compared OMol25 structures with the same formula, charge and spin for every record listed, in sequence, given in kcal per mole: 62.4 23.4.